one) A 10-piece molecular cluster, H20O10 overall. Source: OMol25; level of theory: wB97M-V/def2-TZVPD.

Structure (XYZ):
```
30
Properties=species:S:1:pos:R:3:nbo_charge:R:1
O -2.34108 0.10420 2.89871 -0.958
O 1.31919 -2.50520 2.03571 -0.937
O -0.34393 -0.23848 -0.05322 -0.963
O -3.94865 -0.24336 -0.21131 -0.960
O 1.69678 0.40451 -2.55432 -0.953
O -1.85602 -1.99151 -1.30005 -0.978
O 4.08201 1.11906 -1.31938 -0.966
O 0.18307 1.24902 2.65471 -0.956
O -2.37029 2.09703 -2.43536 -0.945
O 2.46437 -0.13483 1.29458 -0.968
H 0.51050 0.09256 -0.32999 0.477
H 3.05337 -0.14515 0.54013 0.495
H -3.24880 -0.87625 -0.37224 0.488
H 1.68176 -1.97065 1.32928 0.471
H -1.22418 -1.59708 -0.69885 0.497
H 3.13759 0.97465 -1.37816 0.482
H -1.47961 0.51528 2.82725 0.477
H -2.06505 1.61117 -1.66920 0.480
H 4.20416 2.02564 -1.60122 0.475
H -0.41255 0.01442 0.86741 0.503
H 0.99634 0.97693 2.22951 0.482
H -2.93571 0.71612 2.46488 0.469
H -1.33443 -2.25264 -2.05899 0.464
H 1.82530 0.36555 -3.50205 0.491
H -4.72817 -0.64475 -0.59535 0.465
H 1.08299 -3.33157 1.61434 0.462
H 2.80013 0.56748 1.85158 0.483
H -2.57912 1.42140 -3.08044 0.465
H 1.51641 -0.50027 -2.29920 0.473
H 0.31370 2.17670 2.85117 0.484
```

Calculated values
SMILES	O.O.O.O.O.O.O.O.O.O
HOMO level	-10.521	eV
E_LUMO	-0.34	eV

---

two) A 10-piece molecular cluster, H20O10 overall. Source: OMol25; level of theory: wB97M-V/def2-TZVPD.

Structure (XYZ):
```
30
Properties=species:S:1:pos:R:3:nbo_charge:R:1
O -4.27891 0.47507 -0.09397 -0.927
O 1.77306 -3.73874 -1.53987 -0.944
O 4.51142 -1.43496 -0.02854 -0.934
O -3.18047 -2.38299 -1.76747 -0.947
O -1.51382 4.25829 -1.74656 -0.945
O 3.14503 0.50718 2.44820 -0.931
O 0.42902 0.24167 0.08665 -0.921
O -3.39323 1.84913 1.69812 -0.926
O 4.22417 2.90114 -1.20376 -0.937
O -1.93157 -3.11275 1.46340 -0.936
H -1.10452 -2.68164 1.03218 0.474
H 4.31896 2.12498 -0.67004 0.468
H -1.32215 3.74793 -0.86081 0.472
H 1.89036 -3.90754 -2.51041 0.466
H -4.06329 -0.49709 -0.00057 0.450
H -2.82751 -1.64322 -1.28694 0.470
H 4.67465 -0.88943 0.73966 0.471
H -2.84501 1.07293 1.51593 0.469
H -4.02458 -2.74487 -1.38162 0.480
H 2.35692 -2.99783 -1.37098 0.478
H 2.62330 0.56258 3.32173 0.472
H -2.93486 2.16793 2.52761 0.453
H -5.23869 0.46150 0.02753 0.477
H 0.79352 1.18771 0.24696 0.456
H 5.39952 -1.94507 0.07491 0.462
H 2.51442 1.03647 1.94843 0.460
H -2.41517 -3.18071 0.62396 0.461
H -0.26126 0.55598 -0.49404 0.465
H -2.38145 4.63591 -1.68262 0.474
H 5.06215 3.37045 -1.11706 0.469
```

Calculated values
SMILES	O.O.O.O.O.O.O.O.O.O
HOMO level	-11.141	eV
E_LUMO	-0.24	eV

---

The data favor one); the next most stable structure lies 189.4 kJ/mol above it.

---

one) H20O10 as an isolated structure. Source: OMol25; level of theory: wB97M-V/def2-TZVPD.

Structure (XYZ):
```
30
Properties=species:S:1:pos:R:3:nbo_charge:R:1
O -2.45084 -2.34453 -2.71313 -0.916
O -2.07914 1.86083 -0.75984 -0.938
O -0.03569 3.40331 -0.02051 -0.921
O 2.17278 -1.89047 -2.88735 -0.953
O 0.70063 -0.96315 1.12849 -0.957
O 3.05312 2.37890 5.49181 -0.932
O 3.40407 -1.03446 1.49490 -0.954
O 0.42646 0.24291 -2.00335 -0.930
O -2.87263 -0.68339 -2.50172 -0.899
O -1.71275 -1.44105 2.20836 -0.949
H -1.64055 -1.83789 -2.58765 0.466
H -2.16765 -3.12063 -3.20957 0.431
H -2.36047 1.76453 0.15699 0.462
H 3.73185 -0.56197 0.72140 0.465
H 1.14965 -0.01327 -1.41994 0.478
H -2.66939 -1.52016 2.29536 0.474
H -2.44382 0.16851 -2.64091 0.456
H 1.34459 -1.46555 -2.63727 0.473
H -2.75838 2.41803 -1.15627 0.477
H 2.70587 3.26515 5.64334 0.466
H -0.35385 -0.14961 -1.59588 0.462
H 0.92769 -0.20439 1.67777 0.474
H -0.18606 -0.76348 0.80770 0.482
H 1.90112 -2.60996 -3.46831 0.467
H -1.41869 -1.17402 3.08655 0.477
H 0.92281 3.47902 -0.08780 0.466
H -0.17940 3.00826 0.84683 0.455
H -2.79664 -0.83186 -1.55242 0.463
H 2.95373 2.24728 4.54219 0.466
H 2.73157 -1.62688 1.14026 0.488
```

Calculated values
HOMO level	-8.906	eV
E_LUMO	-0.39	eV

---

two) A 10-piece molecular cluster, H20O10 overall. Source: OMol25; level of theory: wB97M-V/def2-TZVPD.

Structure (XYZ):
```
30
Properties=species:S:1:pos:R:3:nbo_charge:R:1
O 0.03399 0.66929 -0.32334 -0.946
O -2.14458 -0.94092 0.13959 -0.950
O -0.74861 2.57540 -1.84425 -0.930
O 1.98307 -0.09038 -2.44349 -0.971
O -2.66950 -3.98523 0.06671 -0.938
O 0.32429 -0.92893 4.53402 -0.934
O 0.84252 2.68509 3.62452 -0.940
O -3.38601 2.57132 -3.32879 -0.917
O 2.30998 0.62552 1.42855 -0.936
O 3.57140 -3.30452 -1.54439 -0.937
H 2.58253 -3.42674 -1.66516 0.468
H -2.14694 -0.14228 -0.28931 0.466
H -1.82314 -0.89870 1.06019 0.489
H -4.29340 2.70825 -3.15260 0.457
H 3.70677 -2.93811 -0.73146 0.470
H 2.53364 0.30680 -3.17723 0.491
H -3.32267 -4.59814 0.25893 0.462
H 2.02822 -1.04128 -2.55949 0.484
H -2.94768 -3.48518 -0.71683 0.476
H 0.14218 2.27388 -2.02348 0.464
H -0.61095 3.52234 -1.56635 0.465
H 0.39931 -1.24796 3.61447 0.470
H 1.41676 2.76539 2.81492 0.470
H -0.24298 -0.23394 4.55523 0.465
H -3.47181 2.04403 -4.18604 0.461
H 0.88688 0.34949 -0.69195 0.468
H 1.55057 0.81364 2.03151 0.475
H -0.54559 0.14661 -0.82934 0.468
H 1.93251 0.77001 0.59271 0.461
H 1.29342 3.29870 4.18816 0.469
```

Calculated values
SMILES	O.O.O.O.O.O.O.O.O.O
HOMO level	-10.400	eV
E_LUMO	0.08	eV

---

three) A 10-piece molecular cluster, H20O10 overall. Source: OMol25; level of theory: wB97M-V/def2-TZVPD.

Structure (XYZ):
```
30
Properties=species:S:1:pos:R:3:nbo_charge:R:1
O -0.74566 -1.33019 1.87346 -1.008
O -1.61050 1.20226 1.60123 -0.988
O 1.70008 -1.87572 1.01478 -1.016
O 0.96874 2.34193 1.13117 -0.997
O 0.56715 -1.92301 -1.42365 -1.014
O -2.62566 0.46942 -0.81643 -0.999
O -1.84643 -1.92781 -0.45422 -1.003
O -0.60329 2.10341 -0.99358 -0.966
O 2.95095 0.44426 0.33958 -1.037
O 1.23716 0.47267 -2.02322 -1.002
H 1.07807 -2.09164 -2.23258 0.500
H 1.98218 0.58211 -1.36162 0.510
H 1.71954 1.72124 0.92032 0.504
H -1.30657 1.53571 -0.75634 0.502
H 0.47747 -0.87760 -1.42108 0.522
H -1.07890 -1.76259 2.64984 0.486
H 0.59637 1.19066 -1.75430 0.494
H 0.64511 2.58133 0.23916 0.490
H -3.49387 0.45023 -0.44057 0.487
H 1.19577 -2.02992 0.11679 0.503
H -1.94812 1.09610 0.72907 0.469
H 2.65447 -0.45778 0.71303 0.533
H -0.68768 1.59677 1.48996 0.513
H -1.46244 -1.80052 0.41506 0.496
H -1.02045 -0.35135 1.96963 0.523
H -2.33332 -0.46008 -0.80888 0.512
H 0.95923 -1.75060 1.60194 0.495
H 3.94156 0.53301 0.39880 0.492
H -0.83914 2.59252 -1.73692 0.487
H -1.07184 -2.27485 -0.98043 0.511
```

Calculated values
SMILES	O.O.O.O.O.O.O.O.O.O
HOMO level	-11.040	eV
E_LUMO	0.39	eV

---

The data favor three); the next most stable structure lies 326.7 kJ/mol above it.